Entry 1:
Entry from the OMol25 dataset: C30H26CoN6O3S as an isolated structure (ωB97M-V/def2-TZVPD).

The value obtained for the maximum force is 1.50 eV Å⁻¹. As for the spin multiplicity: 2. The calculation puts the HOMO-LUMO gap (alpha / beta) at 0.222 / 0.222 Ha. The relative energy (zero: lowest compared OMol25 entry of this formula, charge and spin) is 4.31 kcal/mol. Its HOMO energy (alpha / beta) is -6.9 / -6.9 eV. Its molar mass is 609.58 u.

```
67
C30H26CoN6O3S (ωB97M-V/def2-TZVPD)
Co -0.41297 -0.02369 0.14487
S 1.69040 4.40928 5.76961
O 1.40118 -0.29930 -0.24126
O -0.74082 0.42409 -2.31817
O -2.20103 0.15573 0.44408
N 0.01517 -0.24192 2.30272
N 1.34906 4.72154 4.21519
N -0.06540 1.84703 0.58148
N -0.55008 -1.81993 -0.36100
N 0.64949 -2.40705 -0.69205
N 1.41627 2.81057 5.78827
C -1.62329 -2.50618 -0.53886
C 4.56816 -3.62538 -1.62092
C 0.33632 0.97401 2.78026
C 1.00822 3.57580 3.66153
C -3.15547 -0.70082 0.26059
C 3.27824 -3.26192 -1.27335
C 0.69159 0.03665 4.97668
C -2.86590 -0.02267 -3.42983
C 2.98632 -1.93519 -0.95969
C -1.93823 1.00907 -2.81180
C 0.29327 0.24678 -3.28088
C 1.61351 -1.52313 -0.60331
C -4.48457 -0.32951 0.56889
C 0.57042 4.43935 1.36750
C 3.99949 -0.98119 -1.00460
C -4.04068 -2.86707 -0.45530
C 0.62760 3.39438 2.28164
C -0.11181 2.85552 -0.27057
C 0.19578 4.16682 0.07034
C 1.37018 1.31335 -3.16092
C 0.01872 -1.27852 3.11184
C 1.04644 2.47206 4.56994
C 0.34210 -1.19277 4.46499
C -5.53744 -1.18674 0.35239
C -5.32456 -2.46625 -0.17321
C -2.94017 -2.01975 -0.24609
C 0.30013 2.08793 1.86259
C 5.28824 -1.34775 -1.35942
C 0.69642 1.14350 4.13362
C 5.57564 -2.66977 -1.66588
H 0.31623 -2.07475 5.08863
H 0.81883 5.44150 1.69103
H 6.58374 -2.95708 -1.93766
H -2.42795 1.46719 -1.94975
H 0.73315 -0.73614 -3.10130
H -0.13871 0.24884 -4.28626
H 1.74421 1.33001 -2.13725
H 2.48194 -3.99219 -1.24268
H -0.40080 2.60648 -1.28215
H -1.69419 1.79835 -3.53435
H 3.76024 0.04472 -0.75783
H -3.78623 0.45967 -3.76348
H -2.40149 -0.51544 -4.28577
H -1.50923 -3.51434 -0.93276
H 6.06929 -0.59866 -1.39656
H -3.85241 -3.86099 -0.84774
H -0.23802 -2.23383 2.66640
H -6.54483 -0.86843 0.59207
H -3.11959 -0.78013 -2.68793
H 2.19713 1.07180 -3.83061
H 0.13335 4.94792 -0.67328
H 4.79080 -4.65777 -1.85908
H -4.64469 0.65963 0.97999
H 0.96435 0.16399 6.01611
H -6.15951 -3.13147 -0.34956
H 0.98842 2.30416 -3.42014
```

=====

Entry 2:
Entry from the OMol25 dataset: C26H43CoN3O3P as an isolated structure (ωB97M-V/def2-TZVPD).

The value obtained for the maximum force is 6.20 eV Å⁻¹. As for the spin multiplicity: 5. Its total charge is +2. The calculation puts the HOMO-LUMO gap (alpha / beta) at 0.297 / 0.230 Ha. The relative energy (zero: lowest compared OMol25 entry of this formula, charge and spin) is 0.00 kcal/mol. Its HOMO energy (alpha / beta) is -14.2 / -14.4 eV. Its molar mass is 535.56 u.

```
77
C26H43CoN3O3P (ωB97M-V/def2-TZVPD)
Co 0.47018 0.03087 0.11118
P 0.07728 1.57433 -1.93288
O -1.24821 2.19484 1.22636
O -1.52639 -0.00715 -0.42002
O 2.22960 0.14155 0.52074
N 2.82933 0.67628 1.62080
N 0.63982 -1.44408 -1.15012
N 0.32946 -2.07558 1.59058
C 2.79470 1.65744 3.77045
C -1.23510 2.37476 -4.35787
C 4.88199 1.24099 2.63318
C 2.29562 3.05433 -1.02673
C -2.73699 -0.35454 0.20363
C 0.59795 -3.76345 -1.69895
C 0.23823 4.35102 -1.55896
C 4.18327 0.70732 1.56531
C -2.58210 2.35662 -2.23476
C -1.48301 1.63621 -3.04253
C 1.26709 0.32893 -2.65287
C 2.71233 -2.90090 1.24525
C 0.36556 -2.71952 -0.81173
C 2.11140 1.11424 2.69275
C -1.63228 -2.81588 3.03472
C -0.64795 -1.72245 2.65217
C 1.10787 3.16413 -2.00938
C -0.50661 1.43223 0.75693
C 1.56962 -2.59114 2.18904
C 1.02307 -1.14176 -2.40342
C 4.18804 1.72785 3.74440
C -0.23973 -2.95096 0.54838
C 1.69325 3.39998 -3.40574
C 1.14118 -3.48430 -2.95012
C -1.91682 0.20209 -3.37162
C 1.31871 -2.14947 -3.31958
H 2.29456 2.54688 -3.74462
H 3.60427 -3.10437 1.85324
H -1.19449 -0.29292 -4.02917
H 2.50779 -3.78754 0.63445
H 2.35905 4.27209 -3.34724
H -0.06695 -1.38916 3.52190
H 1.88946 -1.82797 2.91198
H -2.05277 -0.39354 -2.46124
H -3.50729 2.37838 -2.83733
H -2.88582 0.24002 -3.89800
H -0.24815 4.16044 -0.59013
H 2.20130 2.01677 4.61572
H 2.94659 -2.04279 0.60106
H -2.06302 -2.58280 4.01345
H 2.87594 3.99209 -1.09023
H 4.71680 2.15407 4.58214
H -2.46140 -2.86958 2.32081
H 0.37437 -4.77470 -1.35952
H 4.63855 0.32065 0.66058
H -1.19733 -0.83500 2.30073
H 2.17067 0.57357 -2.02066
H -1.05612 3.44687 -4.21658
H 1.68939 -1.86832 -4.30071
H 1.48342 0.53883 -3.71192
H -1.14456 -3.79459 3.09656
H -0.13844 -4.01451 0.82619
H -2.70738 -1.39925 0.56055
H -0.52878 4.61665 -2.29705
H 1.32610 -3.50647 2.76114
H 1.39497 -4.29187 -3.63630
H -2.79715 1.82900 -1.29523
H -2.99213 0.29452 1.05991
H 2.98181 2.23494 -1.28858
H 1.96580 2.93435 0.01335
H 5.96963 1.27075 2.57318
H -1.31287 -2.73804 0.46333
H 0.89207 5.22714 -1.43416
H -3.56324 -0.28166 -0.52439
H -2.31287 3.39686 -2.00278
H 1.02508 1.03394 2.64679
H -0.41253 1.92366 -4.92434
H 0.93071 3.61852 -4.15535
H -2.14268 2.28445 -4.97404
```

=====

Entry 3:
Entry from the OMol25 dataset: a 2-piece molecular cluster, C4H11N2O overall (ωB97M-V/def2-TZVPD).

The value obtained for the maximum force is 3.57 eV Å⁻¹. Its total charge is -1. The calculation puts the HOMO-LUMO gap at 0.133 Ha. The relative energy (zero: lowest compared OMol25 entry of this formula, charge and spin) is 193.73 kcal/mol. Its HOMO energy is -2.1 eV. Its molar mass is 103.14 u.

```
18
C4H11N2O (ωB97M-V/def2-TZVPD)
O 2.52657 -0.70739 0.79117
N -0.95856 2.21136 0.82249
N 1.13064 -2.77813 0.18763
C -0.48097 1.23725 -1.57719
C -0.68836 1.22688 -0.14388
C 1.41609 -1.93220 1.20894
C -1.82854 0.14904 -0.31827
H -2.77652 0.51666 -0.69871
H 2.20114 -0.44247 -0.07360
H 0.54973 1.07548 -1.89451
H 2.14449 -2.22699 1.95961
H -1.96015 -0.04707 0.75433
H -0.50041 3.08902 0.55912
H -1.06370 1.98707 -2.13328
H 0.60895 -1.20663 1.47182
H 0.08095 0.90247 0.59823
H 1.08553 -2.28757 -0.70105
H -1.48689 -0.76677 -0.81285
```

=====

Entry 4:
Entry from the OMol25 dataset: a 2-piece molecular cluster, C8H13ClN2O overall (ωB97M-V/def2-TZVPD).

Its structure (SMILES) is CC1(C)C(=O)N1Cl.C=C=NCC. The value obtained for the maximum force is 4.82 eV Å⁻¹. The calculation puts the HOMO-LUMO gap at 0.318 Ha. The relative energy (zero: lowest compared OMol25 entry of this formula, charge and spin) is 101.11 kcal/mol. Its HOMO energy is -8.3 eV. Its molar mass is 188.66 u.

```
25
C8H13ClN2O (ωB97M-V/def2-TZVPD)
Cl -0.96032 -1.71663 3.46881
O -0.04496 -2.24470 -0.24916
N -0.00712 -1.56341 2.07088
N -1.34918 1.24583 -1.00925
C -1.89292 0.21744 -0.77769
C -1.07278 1.93114 -3.38220
C 1.15128 0.56207 1.78682
C 2.50484 -1.51357 2.03207
C 0.27976 -1.76263 0.80312
C 1.22406 -0.92695 1.59844
C -0.42359 1.56397 -2.06536
C -2.66253 -0.73367 -0.46806
H 3.30073 -0.79397 1.80386
H 2.80302 -2.47954 1.47960
H -1.96926 1.47387 -3.39125
H -0.31254 1.60343 -4.09404
H -1.31311 3.02105 -3.56371
H 2.58918 -1.66933 3.15789
H -2.30626 -1.58267 0.07505
H 0.31256 0.83875 -2.21497
H 0.08696 2.40085 -1.68853
H -3.63620 -0.66751 -0.86341
H 1.15554 0.79010 2.80649
H 2.20738 0.94577 1.34704
H 0.33545 1.06030 1.33755
```

=====

Entry 5:
Entry from the OMol25 dataset: one molecule with the formula C4H7N3 (ωB97M-V/def2-TZVPD).

Its structure (SMILES) is [H]/N=C/N/N=C\C=C. The value obtained for the maximum force is 2.79 eV Å⁻¹. The calculation puts the HOMO-LUMO gap at 0.342 Ha. The relative energy (zero: lowest compared OMol25 entry of this formula, charge and spin) is 59.75 kcal/mol. Its HOMO energy is -8.6 eV. Its molar mass is 97.12 u.

```
14
C4H7N3 (ωB97M-V/def2-TZVPD)
N 1.47989 -0.15392 -0.73890
N -0.43760 -1.44383 -0.81449
N 1.35902 0.10361 0.61473
C -1.03359 0.85760 0.36879
C 0.65945 -1.12354 -1.32590
C -2.05252 1.45239 1.05361
C 0.20032 0.46951 1.07725
H 0.10753 0.41660 2.20075
H -2.97169 1.68867 0.56884
H -1.84652 1.72784 2.11826
H -1.21395 0.49293 -0.70227
H 1.00451 -1.36627 -2.29078
H 2.46650 -0.30159 -1.05998
H -0.99760 -2.13494 -1.30663
```

=====

Entry 6:
Entry from the OMol25 dataset: a 12-piece molecular cluster, C39H78Br6O15 overall (ωB97M-V/def2-TZVPD).

Its structure (SMILES) is CCOC(C)=O.CCOC(C)=O.CCOC(C)=O.CCOC(C)=O.CCOC(C)=O.CCOC(C)=O.CC(C)=O.CC(C)=O.CC(C)=O.BrCCBr.BrCCBr.BrCCBr. The value obtained for the maximum force is 2.45 eV Å⁻¹. The calculation puts the HOMO-LUMO gap at 0.341 Ha. Its HOMO energy is -9.2 eV. Its molar mass is 1266.46 u.

```
138
C39H78Br6O15 (ωB97M-V/def2-TZVPD)
Br 5.40810 0.39028 -18.95120
Br 11.03968 -2.90775 -23.99361
Br 7.14361 1.77396 -15.85589
Br 7.99147 -1.33866 -22.93353
Br 6.86614 5.92291 -17.79708
Br 1.97319 -2.51787 -19.57146
O 6.11814 4.86513 -26.24655
O 12.27128 1.82429 -25.48873
O 3.27112 0.23043 -21.79335
O 13.09030 3.32549 -21.81586
O 12.03743 -1.90509 -19.98695
O 5.00871 7.66456 -21.08322
O 13.04978 7.65402 -19.80869
O 10.95091 8.14774 -20.35224
O 11.34291 4.07897 -17.73974
O 11.55669 5.01999 -15.74065
O 5.66350 2.64896 -26.53395
O 4.58068 6.41220 -22.90728
O 10.39186 2.56745 -24.52119
O 9.57317 2.88071 -19.67260
O 8.19958 3.42606 -21.35606
C 7.92392 5.81332 -25.01053
C 5.32290 3.83404 -26.62265
C 13.68856 2.39656 -21.33465
C 13.04400 -2.20213 -19.38180
C 9.62302 0.56751 -25.70551
C 5.22952 6.61519 -21.89645
C 2.92930 -0.95924 -18.93422
C 10.11010 4.77575 -20.93860
C 12.08317 4.14104 -24.91908
C 9.92371 0.55234 -20.21143
C 4.34644 -1.27165 -18.84000
C 11.99706 4.28886 -16.76908
C 8.88604 -2.87139 -22.07538
C 9.17242 3.63341 -20.70861
C 3.91335 4.30521 -26.94535
C 11.62123 2.70766 -25.01233
C 5.41422 0.91902 -22.50122
C 14.51874 1.50620 -22.18971
C 6.95434 3.99284 -17.69213
C 9.83327 6.28304 -14.66448
C 13.58700 2.09306 -19.86539
C 11.89143 8.28543 -19.63973
C 10.37960 -2.71581 -22.16149
C 13.01685 -2.89481 -18.03891
C 3.74229 2.53548 -21.45647
C 11.94524 9.22960 -18.48504
C 3.91425 9.69214 -20.54560
C 14.63548 6.36834 -21.06873
C 13.20258 6.88307 -21.00375
C 4.05368 1.13041 -21.89756
C 7.42871 4.55682 -25.71667
C 10.22131 5.50038 -15.85926
C 13.42005 3.83194 -16.57253
C 6.46650 5.83616 -21.52558
C 9.01912 1.53519 -19.53067
C 3.88043 8.47095 -21.40591
C 9.81071 1.28154 -24.40348
C 6.99830 3.68495 -16.22155
C 14.39595 -1.90264 -19.97994
H 14.75126 2.01795 -23.12999
H 14.21692 -1.53002 -20.98550
H 4.84353 10.25348 -20.68219
H 4.72723 -1.92154 -19.61137
H 9.83340 5.31796 -21.83237
H 2.66426 2.66108 -21.35748
H 9.62689 -0.48210 -20.02091
H 12.00092 -3.00824 -17.67385
H 7.84216 3.65042 -18.20953
H 7.39443 3.68460 -25.06251
H 8.01050 1.55948 -19.94596
H 13.51361 -3.86100 -18.17514
H 5.35676 0.81245 -23.58421
H 9.31001 -0.46823 -25.61256
H 10.43298 7.16674 -14.44354
H 12.86710 7.45110 -21.87410
H 8.40959 6.43280 -25.77608
H 11.06737 4.25751 -21.01818
H 13.48126 1.01290 -19.72395
H 14.62626 5.30698 -20.82172
H 14.09162 4.68895 -16.60491
H 3.49966 4.63357 -25.98492
H 13.65133 3.13504 -17.37272
H 6.12427 1.69236 -22.20737
H 3.31803 3.45291 -27.25535
H 14.94286 -1.18185 -19.37467
H 2.71669 -0.09750 -19.55472
H 8.94054 1.07470 -26.39541
H 8.49736 -3.69543 -22.65723
H 14.86710 6.31466 -22.14145
H 10.93855 -3.46926 -21.62643
H 10.39070 0.66684 -23.70851
H 8.85001 1.45471 -23.91885
H 5.77341 -0.06344 -22.18191
H 11.01449 9.77795 -18.38156
H 6.14781 4.06022 -15.66649
H 7.89401 4.07890 -15.75584
H 13.55677 3.35554 -15.60311
H 15.44355 1.15825 -21.73309
H 10.67077 -1.71649 -21.87204
H 4.24652 2.71196 -20.50566
H 10.15309 5.42314 -20.06611
H 9.74371 5.68464 -13.75458
H 2.96639 7.88550 -21.32624
H 11.25427 4.81790 -24.71568
H 2.50025 -0.74825 -17.95757
H 9.56843 4.63886 -16.00927
H 12.58341 4.40592 -25.85155
H 12.14440 8.70347 -17.55524
H 3.78990 9.51070 -19.47848
H 12.77248 2.66187 -19.42381
H 8.89443 1.33392 -18.46561
H 12.54047 6.01357 -21.03793
H 14.98409 -2.81971 -20.06069
H 3.86548 5.12730 -27.65003
H 7.19993 6.00439 -22.30983
H 8.07636 4.28943 -26.55377
H 6.08587 3.54574 -18.17122
H 12.81947 4.32154 -24.13596
H 6.79940 6.14930 -20.53980
H 12.74409 9.95966 -18.63369
H 8.55893 -2.87119 -21.04230
H 6.24922 4.77858 -21.62988
H 10.57681 0.55735 -26.24021
H 14.52556 2.35614 -19.36177
H 9.92030 0.70135 -21.29674
H 3.15067 10.40726 -20.87092
H 10.96071 0.61324 -19.87878
H 13.94670 0.64325 -22.55682
H 13.58552 -2.34277 -17.28782
H 15.35662 6.97811 -20.54565
H 7.07784 6.45346 -24.74633
H 4.09504 3.24525 -22.20716
H 3.94476 8.78858 -22.45100
H 8.82400 6.67638 -14.84458
H 10.10137 6.10101 -16.76500
H 4.62127 -1.60891 -17.84987
H 8.56122 5.67280 -24.14702
```

=====

The calculation returns the following electronic energy values, one per record and in order: -95079.6720; -85170.9219; -9346.0893; -26051.6206; -8729.0883; -492677.5122 eV.